Record 1
59
Properties=species:S:1:pos:R:3 method="wB97M-V/def2-TZVPD" multiplicity=1 e_homo_ev="-10.296 / -10.296" lumo_energy_ev="-3.85 / -3.85" homo_lumo_gap_ev="6.4 / 6.4" charge=+1 energy_ev=-92331.33514
Ti -0.48682 -0.00899 0.60084
C -1.84954 -0.32965 3.33695
N -1.01010 -1.21205 2.49357
C -1.79783 -2.44035 2.25114
C 0.26181 -1.48862 3.23468
C 1.47952 -0.80005 2.60540
N 1.04362 0.29168 1.73456
C 1.93598 1.33902 1.47371
C 1.38107 2.57305 1.13914
F 0.02826 2.64861 1.09426
C 2.14929 3.67728 0.84501
F 1.54270 4.82392 0.53419
C 3.53023 3.59532 0.87134
C 4.09730 2.37831 1.18757
F 5.42305 2.24477 1.20532
C 3.32588 1.25939 1.47341
F 3.94115 0.09331 1.72136
H -2.04016 -0.81830 4.29683
H -2.79309 -0.13598 2.83470
H -1.32536 0.60767 3.52091
H -2.08608 -2.90462 3.19885
H -1.23182 -3.16226 1.66969
H -2.70033 -2.17266 1.70151
H 0.41204 -2.56781 3.28738
H 0.13100 -1.14574 4.26161
H 2.07565 -1.52478 2.04128
H 2.13820 -0.42196 3.38969
H 4.14574 4.45124 0.63783
S 0.61255 -2.14399 -6.48348
N 0.02944 -0.78143 -5.85577
C 0.10514 -0.90086 -4.53426
C -0.28209 0.10586 -3.57951
C -0.86559 1.38442 -3.94830
C -1.34992 2.16518 -2.98367
C -1.30972 1.78084 -1.52854
N -0.32919 0.71942 -1.21041
C -0.08201 -0.16417 -2.25499
C 0.35501 -1.46537 -1.83034
N 0.30481 -1.67435 -0.49572
C 0.75909 -2.83649 -0.01350
C 1.23651 -3.85119 -0.82820
C 1.22039 -3.67087 -2.20077
C 0.76965 -2.46414 -2.72159
C 0.64995 -2.14661 -4.12550
N 0.97440 -2.94352 -5.13385
H -0.90865 1.66262 -4.99156
H -1.80029 3.11980 -3.22225
H -1.08081 2.66949 -0.93736
H 0.74437 -2.95906 1.05892
H 1.59488 -4.76692 -0.38272
H 1.55409 -4.44693 -2.87697
S -4.02891 2.30531 -0.94995
C -3.63468 2.71425 0.70168
C -2.74582 1.88908 1.25491
N -2.22603 0.85223 0.45082
C -2.60754 1.17865 -0.96325
H -4.10106 3.54939 1.19757
H -2.40090 1.98652 2.27077
H -2.87842 0.28308 -1.52495

***

Record 2
59
Properties=species:S:1:pos:R:3 method="wB97M-V/def2-TZVPD" multiplicity=3 e_homo_ev="-8.670 / -10.879" s2=2.0227 e_above_lowest_kj_mol=152.6 lumo_energy_ev="-3.43 / -3.58" homo_lumo_gap_ev="5.2 / 7.3" charge=+1 energy_ev=-92331.30878
Ti -0.09051 -0.04755 0.38282
C 1.76329 -2.03320 2.21288
N 1.12677 -0.71091 2.24589
C 2.19170 0.27024 2.50761
C 0.15866 -0.71825 3.36256
C -1.00901 0.21126 3.02869
N -1.47995 -0.21194 1.72049
C -2.41013 -1.19225 1.64315
C -2.35054 -2.05364 0.52684
F -1.22292 -1.88496 -0.27469
C -3.26004 -3.05216 0.24896
F -3.10934 -3.78895 -0.85481
C -4.30014 -3.30077 1.12729
C -4.36698 -2.52452 2.27372
F -5.33172 -2.77235 3.15970
C -3.46827 -1.50110 2.53444
F -3.64935 -0.77923 3.66073
H 2.16192 -2.29540 3.20206
H 2.59656 -2.03044 1.51200
H 1.03221 -2.79165 1.92209
H 2.82774 -0.05433 3.34292
H 1.77358 1.24560 2.76196
H 2.82560 0.37030 1.62200
H 0.63703 -0.44918 4.30983
H -0.24158 -1.73191 3.46175
H -0.66393 1.25020 2.98557
H -1.77090 0.14444 3.80791
H -5.02016 -4.07638 0.93965
S 2.42979 2.06439 -6.08049
N 2.94268 0.91394 -5.07285
C 2.10007 0.81952 -4.05678
C 2.17796 -0.11849 -2.97650
C 3.11946 -1.14106 -2.89824
C 2.94122 -2.11630 -1.91922
C 1.94233 -1.96159 -0.98125
N 1.14903 -0.87831 -0.90184
C 1.16863 -0.02470 -1.98373
C 0.05950 0.85993 -2.12639
N -0.93485 0.74477 -1.19629
C -2.01436 1.51616 -1.30964
C -2.16692 2.45222 -2.32952
C -1.17933 2.58502 -3.29272
C -0.05023 1.76346 -3.21457
C 1.01227 1.74414 -4.16927
N 1.10707 2.49171 -5.26126
H 3.91022 -1.20962 -3.62545
H 3.57655 -2.98610 -1.89224
H 1.73711 -2.75872 -0.28030
H -2.78859 1.35416 -0.56399
H -3.05536 3.06009 -2.36498
H -1.26971 3.28314 -4.11010
S 0.17063 4.42938 0.67632
C 1.61394 3.74652 0.03740
C 1.56618 2.39305 0.09165
N 0.43185 1.86812 0.64232
C -0.41684 2.83697 0.96724
H 2.41358 4.36667 -0.31335
H 2.34881 1.73862 -0.26353
H -1.39226 2.67192 1.39556

***

Record 3
57
Properties=species:S:1:pos:R:3 method="wB97M-V/def2-TZVPD" multiplicity=4 e_homo_ev="-6.227 / -7.598" s2=3.7611 e_above_lowest_kj_mol=166.0 lumo_energy_ev="-0.08 / -0.10" homo_lumo_gap_ev="6.1 / 7.5" energy_ev=-93710.83078
V 0.21792 1.49347 -0.45062
S 0.42312 -1.38562 -3.62461
C -1.23923 -0.92463 -3.53046
C -2.33418 -1.66942 -4.01935
C -3.60259 -1.14623 -3.90540
C -3.81090 0.14385 -3.38579
C -2.75687 0.94680 -2.95154
C -1.50728 0.28842 -2.86096
N -0.29198 0.77823 -2.30799
C 0.77437 0.00027 -2.71129
C 2.15633 0.40027 -2.24904
C 3.36766 -0.09262 -2.72860
C 4.53861 0.43442 -2.24332
C 4.52868 1.29279 -1.07448
C 3.27199 1.58791 -0.50516
C 2.16290 1.28866 -1.17294
H -2.15793 -2.66274 -4.48301
H -4.45468 -1.70029 -4.26751
H -4.82664 0.49085 -3.21205
H -2.96684 1.99347 -2.57014
H 3.34423 -0.92635 -3.47297
H 5.49607 -0.00794 -2.60390
H 5.44056 1.60614 -0.64140
H 3.22524 2.03715 0.51948
F -0.28539 4.60045 5.15577
C -0.75819 4.21067 3.96065
C 0.14160 3.89085 2.95813
F 1.44374 4.07585 3.28565
C -0.29865 3.35273 1.78794
F 0.65394 3.02991 0.71328
C -1.65731 3.34015 1.52298
S -1.95054 2.58360 0.00184
C -2.55680 3.59854 2.53238
F -3.87751 3.54439 2.30783
C -2.10519 4.08747 3.70638
F -2.99154 4.58049 4.65932
C -2.07888 -1.17850 1.10031
N -0.92265 -1.96892 1.29210
C -1.02997 -3.40140 1.72706
C 0.26770 -3.83266 2.40435
C 1.34012 -3.56616 1.35638
N 1.43392 -2.13853 1.06866
C 2.68879 -1.45280 0.79319
C 0.26789 -1.41425 0.99322
O 0.33259 -0.16543 0.66279
H -2.93234 -1.61727 1.53005
H -2.18160 -0.99516 0.03691
H -1.93399 -0.17526 1.55432
H -1.26557 -4.03421 0.76517
H -1.93697 -3.46289 2.37108
H 0.32940 -4.87530 2.68809
H 0.50289 -3.32964 3.32639
H 1.06957 -4.05139 0.32915
H 2.36196 -3.83201 1.63067
H 2.83580 -1.42735 -0.30527
H 3.57213 -1.83076 1.37297
H 2.52250 -0.41211 1.16329